The following is a DFT calculation (ωB97M-V/def2-TZVPD) of a cluster of 11 separate species, C55H114F24N11O19S8 in total in a non-equilibrium geometry.

```
! wB97M-V def2-TZVPD RIJCOSX def2/J DEFGRID3
* xyz 3 1
C -3.02 -2.63 10.96
N -1.87 -3.31 11.70
C -1.92 -2.84 13.14
C -2.29 -4.78 11.63
C -0.53 -2.98 11.07
C 0.65 -4.02 11.19
O 0.86 -4.31 12.51
H -2.97 -1.55 11.08
H -3.99 -3.11 11.10
H -2.80 -2.78 9.91
H -1.10 -3.24 13.74
H -2.91 -2.99 13.58
H -1.78 -1.77 13.06
H -2.39 -5.04 10.57
H -3.21 -4.81 12.21
H -1.56 -5.31 12.24
H -0.28 -1.96 11.38
H -0.66 -2.92 9.99
H 1.55 -3.66 10.69
H 0.48 -4.91 10.58
H 1.34 -5.13 12.64
C -7.74 2.57 -5.63
N -6.50 3.46 -5.76
C -6.83 4.76 -5.10
C -5.42 2.67 -4.99
C -6.14 3.58 -7.24
C -4.93 4.33 -7.72
O -3.65 3.70 -7.49
H -8.01 2.58 -4.57
H -7.43 1.55 -5.87
H -8.57 2.84 -6.28
H -6.99 4.63 -4.03
H -7.71 5.09 -5.66
H -6.06 5.51 -5.27
H -5.25 1.73 -5.51
H -5.74 2.55 -3.95
H -4.45 3.18 -5.00
H -7.05 3.82 -7.78
H -6.09 2.51 -7.44
H -4.89 5.32 -7.25
H -5.11 4.62 -8.76
H -3.01 4.39 -7.68
C -7.44 -3.00 1.58
N -7.42 -1.46 1.21
C -7.24 -0.60 2.49
C -6.27 -1.25 0.22
C -8.79 -1.14 0.68
C -9.12 0.36 0.49
O -8.07 1.11 0.03
H -6.48 -3.23 2.02
H -7.55 -3.64 0.70
H -8.22 -3.19 2.32
H -6.98 0.44 2.30
H -6.50 -1.00 3.19
H -8.16 -0.67 3.08
H -6.54 -1.73 -0.72
H -5.44 -1.67 0.78
H -6.08 -0.18 0.11
H -9.47 -1.58 1.40
H -8.83 -1.67 -0.27
H -9.56 0.86 1.36
H -9.91 0.60 -0.22
H -8.47 1.99 0.08
C 5.21 -3.70 0.76
C 4.70 -5.15 0.48
C 3.17 -5.02 0.28
N 2.36 -6.41 0.20
C 2.81 -7.40 1.25
C 0.82 -6.17 0.17
C 0.25 -7.34 -0.68
C 1.43 -8.02 -1.32
C 2.55 -6.98 -1.15
H 4.68 -3.26 1.60
H 5.13 -3.12 -0.17
H 6.26 -3.81 1.04
H 4.99 -5.86 1.26
H 5.26 -5.50 -0.39
H 2.89 -4.53 -0.66
H 2.64 -4.44 1.04
H 2.49 -7.04 2.23
H 3.86 -7.66 1.18
H 2.26 -8.32 1.06
H 0.42 -6.05 1.17
H 0.57 -5.21 -0.29
H -0.43 -7.93 -0.05
H -0.44 -6.91 -1.41
H 1.62 -9.05 -1.02
H 1.19 -8.19 -2.37
H 3.55 -7.39 -1.31
H 2.58 -6.17 -1.88
C 4.34 0.82 8.63
C 5.57 1.53 9.16
C 5.20 2.92 9.88
N 6.43 3.51 10.59
C 7.62 3.68 9.60
C 6.91 2.68 11.82
C 6.14 3.26 12.98
C 6.09 4.76 12.77
C 5.97 4.88 11.21
H 3.57 0.75 9.41
H 4.65 -0.18 8.33
H 3.87 1.38 7.82
H 6.28 1.70 8.35
H 6.08 0.87 9.86
H 4.50 2.85 10.71
H 4.86 3.65 9.15
H 7.97 2.72 9.22
H 8.49 4.16 10.05
H 7.25 4.37 8.84
H 7.96 2.89 12.03
H 6.63 1.63 11.72
H 6.68 3.02 13.90
H 5.16 2.79 13.05
H 7.02 5.19 13.14
H 5.31 5.32 13.28
H 6.56 5.72 10.85
H 4.95 5.04 10.87
C 0.79 0.94 -10.43
C -0.42 0.42 -11.22
C -0.40 0.85 -12.69
N -1.59 0.23 -13.55
C -1.08 -1.28 -13.89
C -1.91 0.96 -14.90
C -3.32 0.50 -15.24
C -3.93 0.01 -13.90
C -2.90 0.23 -12.81
H 1.04 1.97 -10.68
H 1.68 0.35 -10.63
H 0.62 0.85 -9.36
H -1.27 0.81 -10.65
H -0.59 -0.65 -11.17
H 0.51 0.73 -13.28
H -0.63 1.92 -12.72
H -0.23 -1.27 -14.56
H -1.82 -1.78 -14.51
H -0.81 -1.84 -13.00
H -1.21 0.77 -15.71
H -2.02 2.01 -14.61
H -3.32 -0.23 -16.05
H -3.77 1.37 -15.72
H -4.11 -1.06 -13.83
H -4.94 0.39 -13.72
H -3.00 -0.49 -12.00
H -3.07 1.27 -12.54
C 4.26 4.95 2.32
C 3.14 5.91 2.60
C 2.42 6.34 1.33
N 1.04 7.14 1.53
C -0.15 6.34 2.09
C 1.35 8.37 2.42
C 0.36 9.40 2.02
C 0.29 9.19 0.50
C 0.62 7.79 0.19
H 4.99 5.34 1.60
H 3.82 4.09 1.82
H 4.88 4.68 3.18
H 3.53 6.82 3.06
H 2.46 5.36 3.26
H 2.23 5.52 0.64
H 3.14 7.08 0.98
H -1.00 6.99 2.31
H 0.28 5.93 3.01
H -0.40 5.55 1.38
H 1.25 8.05 3.46
H 2.38 8.69 2.29
H -0.59 9.18 2.50
H 0.74 10.37 2.34
H -0.67 9.46 0.06
H 1.10 9.72 0.00
H -0.29 7.28 -0.13
H 1.44 7.72 -0.53
C 5.37 -2.75 -6.39
F 4.53 -3.05 -7.31
F 6.09 -1.67 -6.79
F 4.76 -2.57 -5.23
S 6.55 -4.24 -6.09
O 7.08 -3.93 -4.79
O 5.66 -5.39 -6.10
N 7.55 -4.05 -7.48
S 8.97 -4.29 -6.86
O 9.50 -3.15 -6.15
O 9.14 -5.53 -6.06
C 10.05 -4.43 -8.45
F 9.76 -5.44 -9.23
F 9.87 -3.34 -9.19
F 11.30 -4.60 -8.23
C -5.15 -8.62 6.76
F -5.28 -8.49 8.08
F -5.25 -9.88 6.50
F -6.17 -7.90 6.24
S -3.39 -7.89 6.18
O -3.30 -8.22 4.73
O -3.25 -6.50 6.48
N -2.36 -8.88 7.05
S -1.01 -8.59 6.33
O -0.86 -9.38 5.09
O -0.56 -7.19 6.12
C 0.39 -9.36 7.59
F 0.36 -10.68 7.65
F 1.55 -8.92 7.07
F 0.17 -8.81 8.76
C 1.57 5.59 -6.35
F 2.62 5.04 -7.06
F 0.51 4.80 -6.34
F 1.91 5.91 -5.15
S 0.96 7.25 -7.22
O 0.10 7.92 -6.23
O 2.25 7.86 -7.52
N 0.09 6.65 -8.59
S 0.52 7.49 -9.77
O 0.47 8.96 -9.58
O 1.78 6.96 -10.27
C -0.81 7.11 -11.12
F -0.58 5.79 -11.39
F -1.98 7.42 -10.60
F -0.52 7.97 -12.17
C -0.83 -1.66 3.53
F -1.66 -2.60 2.99
F -1.44 -1.12 4.59
F 0.29 -2.33 3.88
S -0.52 -0.28 2.23
O -1.62 0.68 2.34
O 0.78 0.26 2.51
N -0.57 -1.22 0.80
S 0.03 -0.24 -0.24
O -0.48 1.17 -0.27
O 1.44 -0.29 -0.49
C -0.74 -1.01 -1.89
F -0.29 -2.24 -2.12
F -2.10 -1.12 -1.81
F -0.49 -0.20 -2.94
*
```

The following is a DFT calculation (ωB97M-V/def2-TZVPD) of a structure of composition C55H120AsF6N5 in a non-equilibrium geometry.

For the energy above the lowest of the compared OMol25 structures with the same formula, charge and spin, the calculation gives 0.0 kJ/mol.

```
! wB97M-V def2-TZVPD RIJCOSX def2/J DEFGRID3
* xyz 4 1
C 7.15 7.93 -2.31
C 5.80 7.63 -2.95
C 5.04 6.46 -2.24
C 4.15 6.92 -1.09
N 3.46 5.69 -0.35
C 4.35 4.51 -0.25
C 5.37 4.93 0.79
C 4.52 5.70 1.78
C 3.24 6.15 1.09
C 2.16 5.39 -1.08
C 1.28 4.22 -0.70
C -0.02 4.27 -1.45
H 7.16 7.91 -1.23
H 7.40 8.94 -2.57
H 7.91 7.18 -2.59
H 6.00 7.37 -3.99
H 5.17 8.55 -2.93
H 5.84 5.79 -1.85
H 4.50 5.92 -3.04
H 3.30 7.54 -1.34
H 4.84 7.42 -0.42
H 3.74 3.68 0.08
H 4.73 4.22 -1.24
H 5.88 4.07 1.16
H 6.07 5.63 0.38
H 4.12 5.11 2.62
H 5.15 6.45 2.25
H 2.43 5.64 1.50
H 3.04 7.23 1.16
H 2.49 5.35 -2.14
H 1.57 6.31 -0.92
H 1.06 4.30 0.39
H 1.69 3.16 -0.91
H -0.67 3.53 -0.99
H 0.11 4.13 -2.52
H -0.48 5.26 -1.31
C -1.89 -4.06 2.51
C -0.40 -4.30 2.64
C 0.20 -5.28 1.61
C 0.19 -4.73 0.17
N 0.88 -5.61 -0.86
C 0.77 -4.97 -2.17
C 1.07 -6.13 -3.14
C 0.61 -7.37 -2.48
C 0.26 -6.90 -1.04
C 2.32 -5.82 -0.46
C 3.11 -4.59 -0.04
C 4.49 -4.88 0.38
H -2.15 -3.45 3.35
H -2.45 -5.02 2.60
H -2.19 -3.67 1.53
H -0.12 -4.66 3.62
H 0.17 -3.36 2.52
H -0.32 -6.23 1.59
H 1.13 -5.59 2.08
H 0.64 -3.75 0.11
H -0.86 -4.60 -0.25
H 1.41 -4.09 -2.41
H -0.29 -4.67 -2.37
H 2.17 -6.13 -3.34
H 0.63 -5.93 -4.09
H 1.44 -8.07 -2.55
H -0.30 -7.65 -3.02
H 0.56 -7.68 -0.29
H -0.79 -6.70 -1.02
H 2.87 -6.34 -1.25
H 2.20 -6.45 0.44
H 2.63 -4.04 0.76
H 3.00 -3.75 -0.74
H 4.66 -5.65 1.11
H 5.04 -3.91 0.56
H 5.09 -5.29 -0.43
C -0.43 -0.30 4.40
C 1.06 0.16 4.47
C 2.07 -0.84 3.87
C 3.45 -0.26 3.97
N 4.55 -0.90 3.15
C 4.25 -0.95 1.67
C 5.63 -0.82 0.97
C 6.62 -0.50 2.12
C 5.77 -0.07 3.24
C 4.79 -2.37 3.50
C 5.11 -2.64 4.95
C 5.26 -4.14 5.15
H -1.11 0.47 4.73
H -0.65 -1.16 5.07
H -0.77 -0.63 3.40
H 1.40 0.42 5.49
H 1.06 1.04 3.86
H 1.82 -0.91 2.82
H 1.95 -1.78 4.36
H 3.80 -0.30 5.01
H 3.44 0.78 3.57
H 3.77 -1.91 1.42
H 3.59 -0.10 1.48
H 5.88 -1.69 0.41
H 5.62 -0.02 0.25
H 7.09 -1.45 2.43
H 7.36 0.22 1.79
H 6.31 -0.22 4.20
H 5.42 0.94 3.13
H 5.60 -2.68 2.87
H 3.83 -2.83 3.26
H 4.27 -2.36 5.60
H 6.01 -2.11 5.31
H 6.07 -4.56 4.57
H 4.37 -4.61 4.69
H 5.36 -4.47 6.19
C -4.05 4.57 -2.37
C -4.49 3.11 -2.52
C -4.25 2.68 -3.98
C -2.79 2.50 -4.27
N -2.64 1.98 -5.68
C -1.23 1.96 -6.10
C -1.17 1.99 -7.62
C -2.47 2.71 -8.05
C -3.20 2.98 -6.67
C -3.31 0.64 -5.90
C -2.86 -0.49 -5.04
C -3.69 -1.71 -5.39
H -3.02 4.77 -2.70
H -4.28 4.84 -1.32
H -4.57 5.18 -3.08
H -5.53 2.97 -2.20
H -3.92 2.49 -1.85
H -4.67 3.44 -4.59
H -4.82 1.77 -4.10
H -2.36 1.72 -3.66
H -2.18 3.40 -4.12
H -0.66 1.15 -5.66
H -0.71 2.84 -5.74
H -1.16 0.94 -8.03
H -0.22 2.42 -7.93
H -3.08 2.02 -8.62
H -2.25 3.71 -8.57
H -4.27 2.81 -6.73
H -3.10 3.97 -6.22
H -3.10 0.33 -6.92
H -4.38 0.83 -5.91
H -2.92 -0.36 -3.96
H -1.80 -0.72 -5.16
H -3.71 -2.06 -6.43
H -4.78 -1.51 -5.13
H -3.36 -2.58 -4.82
C -3.63 1.65 3.01
C -4.24 0.95 4.21
C -5.46 0.09 3.96
C -5.03 -1.22 3.23
N -6.01 -1.69 2.22
C -5.86 -0.72 1.03
C -4.78 -1.37 0.18
C -5.09 -2.88 0.22
C -5.58 -3.02 1.70
C -7.44 -1.59 2.74
C -7.71 -2.24 4.10
C -9.22 -2.38 4.39
H -3.17 0.92 2.34
H -2.84 2.37 3.35
H -4.38 2.26 2.47
H -4.42 1.66 5.04
H -3.41 0.41 4.69
H -6.03 0.70 3.28
H -5.99 -0.08 4.88
H -5.03 -1.97 3.98
H -4.02 -1.17 2.78
H -6.85 -0.62 0.54
H -5.66 0.27 1.43
H -4.69 -0.98 -0.84
H -3.89 -1.22 0.75
H -5.85 -3.29 -0.46
H -4.19 -3.56 0.13
H -6.43 -3.69 1.66
H -4.85 -3.38 2.43
H -8.05 -2.01 1.92
H -7.58 -0.51 2.71
H -7.35 -1.56 4.90
H -7.18 -3.23 4.03
H -9.65 -3.09 3.69
H -9.68 -1.38 4.35
H -9.45 -2.72 5.41
As 0.99 -0.38 -0.50
F 0.41 -1.54 -1.62
F -0.63 -0.01 -0.10
F 1.47 0.79 0.71
F 2.66 -0.71 -0.77
F 0.91 0.84 -1.68
F 0.87 -1.58 0.77
*
```

It is found that the E values, taken in the order of the records, are -266036.4000; -143546.3969 eV.
It is found that the gap between HOMO and LUMO values, taken in the order of the records, are 4.55; 11.27 eV.